Below is a 12-piece molecular cluster, C48H63N3O30S3 overall in a non-equilibrium geometry, with properties calculated with ωB97M-V/def2-TZVPD.

Properties
Largest force on an atom = 4.93 eV Å⁻¹
SMILES string = O=[N+]([O-])c1ccccc1.O=[N+]([O-])c1ccccc1.O=[N+]([O-])c1ccccc1.O=S1(=O)OCCO1.O=S1(=O)OCCO1.O=S1(=O)OCCO1.O=C1CCCO1.O=C1CCCO1.O=C1CCCO1.O=C1CCCO1.O=C1CCCO1.O=C1CCCO1
E_LUMO = -1.0964 eV
2S+1 = 1
Gap between HOMO and LUMO = 0.30481 Ha

Element x y z (Å)
C1 -5.384 -1.142 -1.192
C2 -5.023 -2.529 -0.425
O1 -6.134 -3.274 -0.626
S1 -6.773 -3.051 -2.178
O2 -8.190 -3.389 -2.119
O3 -5.977 -3.754 -3.150
O4 -6.499 -1.475 -2.017
H1 -4.530 -0.782 -1.766
H2 -5.566 -0.361 -0.454
H3 -4.869 -2.454 0.652
H4 -4.188 -3.080 -0.857
C3 0.674 0.940 0.615
C4 1.082 0.245 -0.682
O5 -0.134 -0.229 -1.146
S2 -0.933 -0.902 0.123
O6 -0.239 -2.078 0.646
O7 -2.383 -1.013 -0.109
O8 -0.600 0.465 1.006
H5 0.738 2.029 0.620
H6 1.359 0.650 1.412
H7 1.693 -0.641 -0.507
H8 1.471 0.929 -1.436
C5 -3.618 -5.976 3.593
C6 -2.524 -6.929 3.210
O9 -1.810 -6.268 2.172
S3 -1.939 -4.618 2.138
O10 -2.587 -4.152 0.919
O11 -0.693 -3.975 2.635
O12 -3.043 -4.650 3.383
H9 -3.999 -6.020 4.614
H10 -4.438 -6.139 2.893
H11 -2.902 -7.902 2.897
H12 -1.851 -7.128 4.044
C7 3.043 -0.149 -8.178
C8 2.420 1.103 -8.390
C9 1.554 1.637 -7.419
C10 1.396 0.990 -6.126
C11 2.052 -0.213 -5.878
C12 2.808 -0.769 -6.923
N1 0.426 1.559 -5.074
O13 0.360 1.129 -3.905
O14 -0.446 2.381 -5.391
H13 3.637 -0.652 -8.926
H14 2.603 1.557 -9.353
H15 0.998 2.547 -7.590
H16 1.997 -0.849 -5.006
H17 3.287 -1.735 -6.858
C13 -2.860 6.816 5.267
C14 -1.610 7.053 4.731
C15 -0.938 5.944 4.165
C16 -1.609 4.701 4.045
C17 -2.868 4.509 4.566
C18 -3.516 5.599 5.136
N2 -1.047 3.579 3.208
O15 -0.162 3.887 2.388
O16 -1.501 2.404 3.270
H18 -3.256 7.654 5.821
H19 -1.206 8.047 4.860
H20 0.052 6.111 3.768
H21 -3.329 3.537 4.470
H22 -4.519 5.520 5.528
C19 -1.576 -2.392 -5.831
C20 -1.371 -2.128 -4.478
C21 -0.159 -2.427 -3.862
C22 0.856 -3.085 -4.631
C23 0.647 -3.391 -5.964
C24 -0.572 -3.093 -6.506
N3 2.139 -3.381 -4.026
O17 3.007 -3.874 -4.742
O18 2.360 -3.195 -2.873
H23 -2.501 -1.985 -6.211
H24 -2.089 -1.481 -3.996
H25 0.038 -2.251 -2.815
H26 1.405 -3.686 -6.675
H27 -0.747 -3.253 -7.560
O19 2.455 2.843 4.110
C25 2.871 3.311 3.078
O20 3.281 2.461 2.066
C26 3.812 3.240 0.962
C27 4.065 4.658 1.564
C28 2.990 4.743 2.600
H28 3.054 3.424 0.201
H29 4.612 2.674 0.483
H30 3.788 5.411 0.826
H31 5.059 4.895 1.945
H32 1.973 4.966 2.276
H33 3.374 5.418 3.365
O21 -4.863 0.860 1.597
C29 -4.809 0.108 2.589
O22 -5.986 -0.349 3.138
C30 -5.669 -1.206 4.206
C31 -4.164 -1.573 3.960
C32 -3.639 -0.274 3.432
H34 -6.389 -2.024 4.210
H35 -5.855 -0.814 5.206
H36 -4.008 -2.418 3.289
H37 -3.629 -1.876 4.859
H38 -2.869 -0.471 2.687
H39 -3.300 0.520 4.098
O23 1.896 -3.214 6.827
C33 1.764 -2.270 6.087
O24 2.655 -1.237 6.022
C34 2.215 -0.152 5.146
C35 0.796 -0.517 4.783
C36 0.687 -1.954 5.110
H40 2.910 -0.117 4.307
H41 2.235 0.820 5.639
H42 0.657 -0.423 3.706
H43 0.045 0.094 5.284
H44 0.823 -2.449 4.148
H45 -0.317 -2.089 5.513
O25 3.477 -2.869 2.626
C37 4.262 -2.041 2.201
O26 4.127 -1.290 1.060
C38 5.372 -0.542 0.847
C39 6.411 -1.233 1.727
C40 5.584 -1.690 2.868
H46 5.357 0.500 1.165
H47 5.678 -0.517 -0.199
H48 7.193 -0.543 2.044
H49 6.827 -2.023 1.102
H50 5.526 -0.912 3.628
H51 6.094 -2.483 3.415
O27 -5.570 3.555 -2.458
C41 -4.546 2.951 -2.192
O28 -4.053 2.018 -3.025
C42 -2.798 1.528 -2.590
C43 -2.715 2.021 -1.164
C44 -3.556 3.265 -1.103
H52 -2.041 2.001 -3.215
H53 -2.867 0.440 -2.585
H54 -1.676 2.237 -0.915
H55 -3.029 1.281 -0.429
H56 -2.993 4.176 -1.304
H57 -4.024 3.290 -0.119
O29 3.694 1.715 -1.986
C45 4.305 1.120 -2.830
O30 4.226 -0.204 -2.908
C46 5.080 -0.778 -3.850
C47 5.662 0.440 -4.562
C48 5.390 1.675 -3.721
H58 4.500 -1.358 -4.567
H59 5.775 -1.449 -3.344
H60 5.274 0.422 -5.580
H61 6.712 0.323 -4.834
H62 5.111 2.546 -4.313
H63 6.313 1.778 -3.150